The following is a quantum chemistry calculation of a structure of composition C20H32BCrNO19 at a distorted geometry, from the Open Molecules 2025 dataset.

Positions of all 74 atoms, in Å:
Cr  -0.50465  0.39721  0.54202
O  3.39685  -0.40620  2.45652
C  3.61219  -0.63066  1.30739
O  4.77630  -0.67071  0.69722
B  4.58860  -0.95143  -0.74298
O  3.13276  -1.21260  -0.89193
C  2.53722  -0.94302  0.23626
O  1.34792  -0.96812  0.41547
O  5.39969  -2.09797  -1.17380
C  6.18397  -1.72414  -2.18919
O  6.90887  -2.42794  -2.81735
C  5.91804  -0.22687  -2.46397
O  5.02389  0.18006  -1.56771
O  6.47851  0.46323  -3.25746
N  0.55808  2.85583  0.96436
O  -0.49488  2.66053  0.27770
O  1.07418  3.94481  1.05569
O  1.03020  1.79782  1.51661
O  -1.40002  -1.38568  -0.33265
C  -2.05986  -2.26133  -0.83997
O  -1.57950  -3.45036  -1.12001
C  -0.33434  -3.81601  -0.52846
C  -0.50533  -4.04339  0.96793
C  -3.49918  -2.06127  -1.20020
H  0.39842  -3.01751  -0.64524
H  -0.00457  -4.72322  -1.01894
H  -0.79388  -3.09556  1.42324
H  0.40757  -4.41140  1.43048
H  -1.27285  -4.79635  1.16740
H  -3.56376  -1.16204  -1.81063
H  -4.02211  -1.87558  -0.25851
H  -3.99472  -2.90323  -1.67010
O  -0.76856  -0.45215  2.44259
C  -1.07177  -0.90434  3.53211
O  -0.22174  -1.06323  4.50439
C  1.21173  -0.97145  4.22675
C  1.68041  -2.25601  3.60856
C  -2.50050  -1.13982  3.95664
H  1.68665  -0.79463  5.18142
H  1.36120  -0.15805  3.51729
H  1.78064  -3.07316  4.32412
H  2.69077  -2.12514  3.20905
H  1.08122  -2.53161  2.74340
H  -2.53516  -1.64294  4.91919
H  -3.02293  -1.75937  3.22743
H  -3.01944  -0.18769  4.03645
O  0.14020  0.65126  -1.49840
C  0.34193  0.98440  -2.63824
O  1.24909  1.87274  -2.98315
C  1.86676  2.67132  -1.93764
C  3.13078  3.29225  -2.50512
C  -0.34388  0.34523  -3.81179
H  2.14452  2.03649  -1.09665
H  1.16936  3.43857  -1.60741
H  2.98028  3.59139  -3.54532
H  3.93837  2.56374  -2.52653
H  3.43357  4.15728  -1.92115
H  0.33693  0.13311  -4.63126
H  -1.11927  1.01542  -4.18597
H  -0.77586  -0.59200  -3.46724
O  -2.72472  1.02449  0.26367
C  -3.83498  1.49074  0.40725
O  -4.22108  2.59207  -0.18570
C  -3.34454  3.09445  -1.21542
C  -3.73365  4.51959  -1.60161
C  -4.94322  0.86669  1.19960
H  -3.40369  2.42165  -2.07698
H  -2.31165  3.11618  -0.86718
H  -3.11146  4.79600  -2.44882
H  -3.54053  5.18262  -0.76027
H  -4.78744  4.57845  -1.87586
H  -5.66811  1.63473  1.46101
H  -4.53660  0.43810  2.10591
H  -5.42725  0.10575  0.59173

Values from the calculation:
lowest unoccupied orbital energy (spin up / spin down): -0.2 / -0.2 eV
HOMO level (spin up / spin down): -0.32164 / -0.34109 Eh
strongest force on any atom: 1.418 eV/Å
2S+1: 5
<S²>: 6.004
M: 653.272 g/mol

The following is a quantum chemistry calculation of the molecule C5H6N6O at a distorted geometry, from the Open Molecules 2025 dataset.

Positions of all 18 atoms, in Å:
C  2.87122  -0.15306  0.41491
C  0.97017  0.50089  -0.17584
C  -1.39882  -0.58970  0.03612
C  -1.20669  1.80334  -0.07116
C  -0.43815  0.59447  -0.59866
N  1.63384  -0.60325  0.10807
N  3.00045  1.14749  0.33908
N  -2.43851  -0.06848  0.56484
N  1.78731  1.56392  -0.03936
N  -2.34182  1.31110  0.47515
N  -1.08056  -1.88097  -0.11675
O  -0.88051  2.96821  -0.13231
H  3.67161  -0.81070  0.67818
H  -0.53379  0.54866  -1.68559
H  1.56048  2.54114  -0.15067
H  -3.06024  1.86504  0.91474
H  -0.09647  -2.07048  -0.25208
H  -1.59341  -2.54734  0.44110

Values from the calculation:
lowest unoccupied orbital energy: 0.7 eV
HOMO level: -0.31817 Eh
strongest force on any atom: 3.460 eV/Å
relative energy (zero: lowest compared OMol25 entry of this formula, charge and spin): 0.0 kJ/mol
SMILES string: NC1=NNC(=O)[C@H]1c1ncn[nH]1
M: 166.144 g/mol

The following is a quantum chemistry calculation of the molecule C4H4N2, from the Open Molecules 2025 dataset.

Positions of all 10 atoms, in Å:
C  0.67014  0.82224  0.00185
C  1.32630  -0.40352  -0.14006
N  0.68540  -1.57491  -0.09403
N  -0.60871  -1.59765  0.19048
C  -1.30556  -0.45793  0.16417
C  -0.70824  0.78786  -0.04639
H  1.17201  1.77005  0.17577
H  2.39388  -0.47562  -0.34586
H  -2.37018  -0.56949  0.36742
H  -1.25503  1.69896  -0.27335

Values from the calculation:
lowest unoccupied orbital energy: 0.4 eV
HOMO level: -0.34430 Eh
strongest force on any atom: 0.667 eV/Å
relative energy (zero: lowest compared OMol25 entry of this formula, charge and spin): 118.9 kJ/mol
SMILES string: c1ccnnc1
M: 80.090 g/mol

The following is a quantum chemistry calculation of a cluster of 2 separate species, C10H16 in total at a distorted geometry, from the Open Molecules 2025 dataset.

Positions of all 26 atoms, in Å:
C  2.03868  2.79429  1.18421
C  1.72438  1.84680  2.35902
H  1.97302  3.85344  1.43176
H  3.09789  2.69304  0.90682
H  1.46929  2.49770  0.30386
H  0.62203  1.91265  2.40368
H  2.01221  2.22724  3.33148
H  1.86310  0.82235  2.01916
C  -1.43010  0.97093  -1.24700
C  -2.68488  0.38426  -1.91909
C  -0.64832  -0.15266  -0.62657
C  -0.76396  -0.53495  0.69485
C  0.35777  -0.76881  -1.39876
C  -0.16405  -1.69576  1.15662
C  0.89166  -1.96268  -0.96484
C  0.55807  -2.50087  0.28890
H  -0.97379  1.51455  -2.06986
H  -1.74438  1.62202  -0.42508
H  -2.36294  -0.36627  -2.64032
H  -1.37772  0.04955  1.36976
H  0.59631  -0.28096  -2.33465
H  -0.39385  -2.10404  2.13329
H  1.66262  -2.51674  -1.49027
H  1.09412  -3.36965  0.62465
H  -3.15844  1.14303  -2.54397
H  -3.47875  0.13307  -1.21744

Values from the calculation:
lowest unoccupied orbital energy: 0.9 eV
HOMO level: -0.33048 Eh
strongest force on any atom: 2.984 eV/Å
relative energy (zero: lowest compared OMol25 entry of this formula, charge and spin): 91.4 kJ/mol
SMILES string: CCc1ccccc1.CC
M: 136.238 g/mol

The following is a quantum chemistry calculation of a structure of composition C19H32FNO2Tm at a distorted geometry, from the Open Molecules 2025 dataset.

Positions of all 56 atoms, in Å:
C  -1.61168  2.15760  -1.92854
C  -1.23212  2.20109  -3.35567
C  -1.95524  3.15556  -4.21588
C  -0.20487  1.41817  -3.88847
C  1.19020  1.37172  -3.37507
C  1.72654  -0.00323  -2.88040
C  1.14044  -0.59409  -1.57418
C  0.29815  -1.86386  -1.80513
C  2.25204  -0.87780  -0.54011
C  1.68654  -1.15655  0.85669
C  0.90852  0.03770  1.42135
N  -0.55583  0.05869  1.05990
C  -1.34932  0.07523  2.29169
O  -2.50581  0.43737  2.32754
C  -0.42715  -0.44175  3.37963
C  -0.36263  -1.98046  3.40763
C  -1.61570  -2.68695  2.86956
C  -1.68859  -2.78388  1.37232
F  -2.58054  -3.78171  0.97818
C  0.89237  0.24325  2.95392
C  1.05423  1.69022  3.41282
C  0.63451  2.66862  2.33301
O  -0.50334  3.10188  2.22504
H  -0.85954  2.75698  -1.39771
H  -1.59999  1.15231  -1.52577
H  -2.56091  2.65134  -1.76005
H  -3.00592  2.88023  -4.32407
H  -1.93105  4.10662  -3.67705
H  -1.47213  3.30034  -5.17336
H  -0.41646  0.85998  -4.79603
H  1.80471  1.61476  -4.24122
H  1.33952  2.10938  -2.59352
H  1.62107  -0.71149  -3.70037
H  2.79348  0.12551  -2.72923
H  0.50003  0.16339  -1.13104
H  -0.70523  -1.73079  -1.39922
H  0.23261  -2.13093  -2.85488
H  0.82753  -2.71028  -1.31415
H  2.94258  -0.04332  -0.50770
H  2.76448  -1.77866  -0.88477
H  2.48105  -1.46903  1.52637
H  0.97929  -2.00451  0.75751
H  1.30782  0.87759  0.85655
H  -0.71936  1.00775  0.72753
H  -0.66678  -0.07856  4.37096
H  0.56445  -2.33234  2.95549
H  -0.29830  -2.25668  4.45404
H  -2.54123  -2.21643  3.18866
H  -1.63171  -3.70006  3.26990
H  -2.01156  -1.87134  0.88667
H  -0.72671  -3.09287  0.92049
H  1.67748  -0.35342  3.42125
H  0.43856  1.90692  4.28018
H  2.08374  1.92455  3.66873
H  1.38708  2.96250  1.57284
Tm  0.21067  -4.36626  -0.17282

Values from the calculation:
lowest unoccupied orbital energy (spin up / spin down): -11.6 / -11.5 eV
HOMO level (spin up / spin down): -0.62877 / -0.62877 Eh
strongest force on any atom: 2.003 eV/Å
2S+1: 3
<S²>: 2.005
net charge: +3
M: 494.402 g/mol

What did the second record say?
The following is a quantum chemistry calculation of the molecule C5H6N6O at a distorted geometry, from the Open Molecules 2025 dataset.

Positions of all 18 atoms, in Å:
C  2.87122  -0.15306  0.41491
C  0.97017  0.50089  -0.17584
C  -1.39882  -0.58970  0.03612
C  -1.20669  1.80334  -0.07116
C  -0.43815  0.59447  -0.59866
N  1.63384  -0.60325  0.10807
N  3.00045  1.14749  0.33908
N  -2.43851  -0.06848  0.56484
N  1.78731  1.56392  -0.03936
N  -2.34182  1.31110  0.47515
N  -1.08056  -1.88097  -0.11675
O  -0.88051  2.96821  -0.13231
H  3.67161  -0.81070  0.67818
H  -0.53379  0.54866  -1.68559
H  1.56048  2.54114  -0.15067
H  -3.06024  1.86504  0.91474
H  -0.09647  -2.07048  -0.25208
H  -1.59341  -2.54734  0.44110

Values from the calculation:
lowest unoccupied orbital energy: 0.7 eV
HOMO level: -0.31817 Eh
strongest force on any atom: 3.460 eV/Å
relative energy (zero: lowest compared OMol25 entry of this formula, charge and spin): 0.0 kJ/mol
SMILES string: NC1=NNC(=O)[C@H]1c1ncn[nH]1
M: 166.144 g/mol

> Which formula does entry 2 have?

C5H6N6O